{
  "formula": "C16H16IrN2O3S",
  "method": "ωB97M-V/def2-TZVPD",
  "elements": ["Ir", "O", "C", "C", "C", "C", "C", "C", "C", "O", "N", "N", "C", "C", "C", "C", "C", "C", "C", "O", "H", "H", "H", "H", "H", "H", "H", "H", "H", "H", "C", "S", "C", "H", "H", "H", "H", "H", "H"],
  "xyz": [[0.8499, 0.7837, -0.0006], [-3.5052, 2.2076, -0.0424], [-3.9977, 0.9927, -0.3521], [-5.3827, 0.8850, -0.4628], [-5.9566, -0.3193, -0.8025], [-5.1694, -1.4493, -1.0428], [-3.8056, -1.3548, -0.9262], [-3.1899, -0.1394, -0.5737], [-1.7419, -0.0905, -0.4495], [-1.1678, 1.0343, -0.1017], [-1.0273, -1.1836, -0.6735], [0.2939, -0.9187, -0.5715], [1.1136, -1.9870, -0.6385], [2.4914, -1.9555, -0.5537], [3.1814, -3.2082, -0.6942], [4.5306, -3.2635, -0.7128], [5.2925, -2.0630, -0.6063], [4.6990, -0.8486, -0.4778], [3.2833, -0.7458, -0.4147], [2.7738, 0.4250, -0.2866], [-2.5361, 2.1492, -0.0828], [-5.9795, 1.7687, -0.2851], [-7.0332, -0.3867, -0.8886], [-5.6298, -2.3887, -1.3130], [-3.1787, -2.2179, -1.0977], [0.6052, -2.9277, -0.8213], [2.5894, -4.1085, -0.7943], [5.0395, -4.2107, -0.8198], [6.3728, -2.1250, -0.6301], [5.2729, 0.0642, -0.4036], [-0.1528, 3.3555, 1.9095], [0.9546, 1.9319, 2.0152], [2.5737, 2.7449, 1.9714], [-0.0932, 3.8946, 2.8529], [-1.1628, 2.9767, 1.7784], [0.1242, 4.0017, 1.0806], [2.6176, 3.4645, 1.1577], [3.3212, 1.9700, 1.8277], [2.7298, 3.2420, 2.9266]],
  "energy_ev": -39641.175,
  "homo_ev": [-11.19, -11.20],
  "de_lowest_kj_mol": 0.00,
  "e_lumo_ev": [-6.1493, -5.0156],
  "charge": 1,
  "fmax_ev_per_a": 0.78,
  "orbital_gap_ev": [5.0, 6.2]
}